56
Properties=species:S:1:pos:R:3 method="wB97M-V/def2-TZVPD" energy_ev=-42912.8786 charge=0 smiles="NC(N)=O.NC(N)=O.NC(N)=O.NC(N)=O.NC(N)=O.NC(N)=O.NC(N)=O"
C -0.27 0.01 -0.31
O -1.36 -0.08 -0.89
N 0.52 1.10 -0.44
N 0.32 -0.96 0.44
H 1.26 1.33 0.19
H 0.35 1.51 -1.35
H -0.08 -1.82 0.75
H 1.16 -0.68 0.92
C 3.11 5.19 1.44
O 2.84 5.82 2.45
N 4.19 5.45 0.64
N 2.23 4.32 0.88
H 4.27 4.90 -0.20
H 4.76 6.27 0.70
H 1.25 4.29 1.10
H 2.46 3.87 0.01
C 3.65 -1.92 3.60
O 4.86 -2.20 3.78
N 2.86 -1.78 4.67
N 3.05 -2.19 2.44
H 3.13 -1.83 5.64
H 2.00 -1.26 4.52
H 2.04 -2.22 2.42
H 3.53 -2.72 1.72
C -3.61 2.64 0.92
O -2.87 2.21 1.80
N -3.62 2.19 -0.36
N -4.71 3.43 1.19
H -3.00 1.44 -0.61
H -4.11 2.77 -1.01
H -5.06 3.99 0.43
H -4.58 3.97 2.04
C -1.53 -3.55 -1.80
O -0.95 -4.48 -2.37
N -2.11 -2.49 -2.42
N -1.51 -3.39 -0.47
H -2.39 -1.72 -1.84
H -2.15 -2.31 -3.40
H -0.99 -4.05 0.08
H -1.92 -2.59 -0.03
C -0.36 1.80 -5.91
O 0.70 1.21 -5.79
N -1.25 2.06 -4.92
N -0.88 2.04 -7.14
H -1.02 1.76 -3.99
H -2.18 2.42 -5.04
H -0.48 1.64 -7.97
H -1.86 2.23 -7.26
C 0.07 -4.21 2.61
O 0.24 -2.98 2.64
N -1.11 -4.82 2.38
N 1.09 -5.03 3.00
H -1.94 -4.26 2.52
H -1.01 -5.69 1.89
H 2.00 -4.63 2.80
H 0.99 -6.02 2.90